Here is a molecular structure, C8H25NO6Ti at a distorted geometry from the Open Molecules 2025 dataset. Energies are from the ωB97M-V functional and the def2-TZVPD basis.

Geometry (Å):
Ti -0.83278 0.78171 0.98498
C -2.45851 -2.39557 0.80389
O -1.44225 -1.55014 0.31730
C -0.18590 -2.19990 0.05329
C 0.65001 -1.18621 -0.74205
N 1.22187 -0.05012 0.01378
C 2.27443 0.66169 -0.75995
C 3.71567 0.42093 -0.32217
O 4.22091 -0.69456 -1.04326
C 5.55936 -1.02277 -0.67457
H -3.01891 -2.90696 0.01305
H -3.21512 -1.85259 1.36916
H -2.18755 -3.23112 1.45652
H -0.41655 -3.05396 -0.59106
H 0.26476 -2.62904 0.95235
H -0.09805 -0.82674 -1.45244
H 1.38737 -1.76824 -1.30068
H 1.71052 -0.40064 0.83456
H 2.09343 1.71296 -0.50067
H 2.09119 0.63047 -1.83178
H 3.84435 0.43901 0.76337
H 4.26306 1.25399 -0.78270
H 6.22892 -0.15875 -0.71077
H 5.81436 -1.82370 -1.36088
H 5.61533 -1.36425 0.36434
C -4.08001 0.82963 0.02354
C -3.45604 0.53541 -1.37525
O -3.13227 1.81130 -1.92771
O -3.06705 1.28891 0.91072
H -4.54642 -0.09148 0.38597
H -4.87653 1.54872 -0.16076
H -4.12482 -0.01760 -2.02564
H -2.54426 -0.03228 -1.15958
H -2.71070 2.32505 -1.22831
H -3.45961 1.91460 1.52578
O 0.10084 1.25987 2.97173
H 0.93836 0.83031 3.18804
H -0.36959 1.31483 3.81040
O -0.75706 2.93462 -0.06835
H -0.76051 3.87386 0.16823
H -0.25424 2.88874 -0.89245

As for the net charge: +1. For the maximum force, the calculation gives 0.0527 Eh/bohr. For the relative energy (zero: lowest compared OMol25 entry of this formula, charge and spin), the calculation gives 3.3 kcal/mol. The calculation puts the LUMO energy (alpha / beta) at -2.7 / -3.0 eV. Its multiplicity is 4.

These are the Mulliken partial charges, in e, on atoms 1 to 2: 0.26, -1.04

***

Here is a molecular structure, C8H26AgO8 at a distorted geometry from the Open Molecules 2025 dataset. Energies are from the ωB97M-V functional and the def2-TZVPD basis.

Geometry (Å):
Ag -0.47759 0.27357 -0.18277
C -0.40822 2.99329 0.71126
O -0.49633 2.04569 -0.36035
H 0.61256 3.28036 0.96367
H -0.98803 3.89044 0.49435
H -0.85662 2.59515 1.62149
H 0.09594 2.36068 -1.04708
C 0.18194 0.50709 2.76648
O 0.55284 0.31193 1.46506
H 1.06820 0.79703 3.33089
H -0.59360 1.26790 2.85479
H -0.19691 -0.34870 3.32522
H 1.44015 0.66638 1.37200
C -2.52699 -1.10953 -0.62548
C -3.12204 -0.11902 0.45118
O -1.97473 0.61494 1.00276
O -1.95749 -0.37842 -1.69772
H -3.27762 -1.80798 -0.99537
H -1.79940 -1.76509 -0.14700
H -3.45536 -0.69680 1.31325
H -3.92428 0.52205 0.08575
H -2.27987 1.34644 1.54443
H -1.51850 -1.08167 -2.18180
C 1.05705 0.43461 -2.41147
C 1.80101 1.08230 -1.21707
O 1.75575 0.37309 0.02276
O -0.37070 0.54633 -2.21019
H 1.31856 -0.62086 -2.48688
H 1.31751 0.93361 -3.34490
H 1.72767 2.14329 -0.97820
H 2.84031 0.95956 -1.52185
H 2.39673 0.66372 0.67565
H -0.78557 0.10776 -2.95661
C 1.68998 -3.07113 0.13067
C 0.49972 -2.06665 0.40380
O 0.31860 -1.10812 -0.67089
O 2.94812 -2.48994 0.15077
H 1.47248 -3.52299 -0.83712
H 1.68380 -3.84133 0.90193
H 0.65493 -1.46626 1.30021
H -0.41914 -2.65214 0.43544
H 0.97768 -0.41086 -0.70325
H 3.01750 -2.15969 -0.74797

As for the net charge: +1. For the maximum force, the calculation gives 0.3879 Eh/bohr. For the relative energy (zero: lowest compared OMol25 entry of this formula, charge and spin), the calculation gives 470.2 kcal/mol. The calculation puts the LUMO energy at -2.8 eV.

These are the Mulliken partial charges, in e, on atoms 1 to 2: 0.35, -0.71

***

Q: The highest relative energy (zero: lowest compared OMol25 entry of this formula, charge and spin) belongs to which entry?
A: C8H26AgO8